No. 1
Formula: C3H4S
Source: OMol25
Level of theory: ωB97M-V/def2-TZVPD

Each line ends with the Löwdin charge.
Geometry (Å):
C1 1.33 -0.59 -0.40  -0.5337
C2 0.24 -0.06 -0.08  -0.5056
C3 -1.12 0.35 0.21  -0.0779
S1 1.86 1.07 -0.12  0.6396
H1 1.76 -1.93 -0.54  0.2047
H2 -1.66 0.42 -0.70  0.0761
H3 -1.00 1.27 0.81  0.0989
H4 -1.41 -0.52 0.82  0.0978

Results
Gap between HOMO and LUMO = 0.3021 hartree
LUMO = 0.59 eV

No. 2
Formula: C3H4S
Source: OMol25
Level of theory: ωB97M-V/def2-TZVPD

Each line ends with the Löwdin charge.
Geometry (Å):
C1 1.99 0.35 -0.15  0.0356
C2 0.94 0.00 0.30  -0.1288
C3 -0.70 -0.54 0.35  -0.5428
S1 -1.60 0.02 -1.09  0.6826
H1 2.96 0.68 -0.40  0.0075
H2 -1.11 -0.15 1.27  0.0405
H3 -0.64 -1.62 0.36  0.0424
H4 -1.82 1.26 -0.63  -0.1369

Results
Gap between HOMO and LUMO = 0.3760 hartree
LUMO = 0.85 eV

No. 3
Formula: C3H4S2
Source: OMol25
Level of theory: ωB97M-V/def2-TZVPD

Each line ends with the Löwdin charge.
Geometry (Å):
C1 0.76 1.06 0.30  -1.1314
C2 -0.04 -0.23 0.63  -0.4033
C3 -0.63 -0.40 -0.82  -0.4462
H1 -0.80 -0.42 1.54  0.1418
H2 0.70 -1.17 0.82  0.1503
H3 -1.50 0.22 -1.42  0.0977
H4 -0.82 -1.75 -1.05  0.1678
S1 1.50 1.98 1.46  0.6104
S2 0.81 0.71 -1.46  0.8130

Results
Gap between HOMO and LUMO = 0.3035 hartree
LUMO = -0.49 eV